[1]
This record from the OMol25 dataset describes a molecular structure, C33H49Cl2N6NbOPS. The level of theory is ωB97M-V with the def2-TZVPD basis set.

```
94
Properties=species:S:1:pos:R:3:forces:R:3:lowdin_charge:R:1
Nb 1.000 0.042 0.055 -4.0 0.3 -3.9 1.6012
C 4.176 2.125 4.117 0.0 0.7 0.7 0.0004
C 3.008 1.446 3.439 1.1 -0.7 0.3 -0.2404
C 1.861 2.148 3.246 -2.3 0.6 -1.5 0.0249
C 0.766 1.596 2.501 -0.2 0.9 1.0 -0.1732
C -0.451 2.526 2.153 1.2 -2.1 1.7 0.0163
C 0.695 0.138 2.352 0.1 3.0 0.9 -0.2346
C 1.805 -0.589 2.833 -1.0 -1.7 1.0 -0.3112
C 1.549 -2.099 3.205 -0.3 1.6 -1.3 0.0074
C 2.989 0.063 3.140 -0.1 0.2 0.3 -0.0208
H 3.804 2.894 4.851 0.1 -0.9 -0.5 0.1185
H 4.792 2.771 3.456 -0.3 -0.8 -0.1 0.1061
H 4.816 1.409 4.658 -0.2 0.4 -0.4 0.1019
H 1.804 3.143 3.703 -0.2 -0.2 -0.6 0.1538
H -1.283 1.965 1.771 -0.3 -0.3 -0.4 0.0456
H -0.173 3.296 1.492 0.3 1.0 -0.8 0.0637
H -0.771 2.933 3.111 0.0 0.3 0.0 0.1119
H -0.357 -0.148 2.394 0.3 -0.7 -0.2 0.0992
H 0.810 -2.531 2.485 0.7 0.0 0.5 0.0779
H 1.090 -2.225 4.198 0.4 0.4 -0.2 0.1179
H 2.528 -2.530 3.164 0.3 -1.1 0.2 0.0731
H 3.879 -0.490 3.368 0.2 -0.4 0.3 0.1321
Cl 3.571 1.271 0.032 -0.7 0.0 0.3 0.7802
C 2.807 2.844 -0.223 1.4 1.5 0.3 -0.4945
C 3.671 3.958 0.014 -0.3 -1.1 -0.4 -0.0793
C 3.136 5.222 -0.219 -0.4 -1.6 0.5 -0.6521
Cl 3.855 6.618 0.300 1.4 1.2 0.4 0.8698
C 1.854 5.362 -0.782 -1.5 -4.2 -0.4 -0.1611
C 1.277 6.519 -1.192 -1.7 3.5 -1.5 -0.0276
C 0.013 6.519 -1.816 1.1 1.6 0.8 -0.0009
C -0.670 5.325 -2.052 0.7 0.5 -1.1 -0.1055
N -0.071 4.168 -1.914 -0.3 -1.1 2.5 0.1399
C 1.024 4.118 -1.097 0.3 4.3 -1.8 -0.1292
C 1.507 2.921 -0.675 1.9 -2.3 0.4 -0.3705
O 0.793 1.780 -0.735 -0.7 -1.4 1.5 -0.3474
H 4.715 3.688 0.317 -1.1 0.9 -0.1 0.1323
H 1.775 7.536 -1.109 -0.5 -1.6 0.0 0.1372
H -0.376 7.509 -2.154 0.1 -1.1 0.4 0.1384
H -1.643 5.343 -2.530 0.1 -0.1 -0.1 0.1233
C 4.517 -4.015 0.078 1.4 1.1 -0.9 0.0165
C 4.207 -2.959 -0.974 0.5 -0.7 -1.5 -0.2479
N 4.775 -2.914 -2.192 -2.9 0.1 1.9 0.1792
N 3.911 -2.063 -2.902 -0.2 0.3 -0.7 0.0598
C 2.980 -1.503 -2.108 -1.5 1.4 -2.7 -0.6978
S 1.792 -0.277 -2.551 1.1 -1.3 1.7 0.7222
N 3.073 -2.103 -0.930 2.1 -1.0 2.4 -0.0666
N 2.432 -1.716 0.296 -1.5 -0.9 -0.7 -0.0048
H 3.612 -4.503 0.478 0.5 0.1 -0.4 0.0959
H 5.155 -3.594 0.888 -0.6 -0.3 -0.3 0.0997
H 5.187 -4.665 -0.537 -0.7 -0.1 1.0 0.1142
H 3.852 -2.069 -3.988 0.6 0.2 2.6 0.2365
H 3.008 -1.550 1.149 0.3 -0.4 -1.2 0.1052
H 1.684 -2.428 0.540 1.3 0.5 -0.3 0.1232
C -3.049 -3.118 1.285 0.3 0.2 0.1 -0.0912
C -3.329 -1.672 0.746 0.0 -2.1 0.3 -0.5674
C -4.859 -1.725 0.306 0.2 -0.6 1.5 -0.0571
C -3.059 -0.760 1.950 -1.4 1.3 -1.1 -0.0784
P -2.130 -1.279 -0.688 -4.4 -1.1 -1.1 1.0515
N -0.694 -0.766 -0.211 5.3 2.2 1.4 -0.3368
C -3.025 0.161 -1.690 -0.9 -0.6 1.0 -0.5671
C -3.456 1.357 -0.796 1.4 -0.2 1.9 -0.0615
C -2.074 0.721 -2.664 0.2 0.3 -1.9 -0.1203
C -4.244 -0.352 -2.509 -0.1 -0.8 0.4 -0.0500
C -1.810 -2.948 -1.676 0.0 2.4 -0.7 -0.6022
C -1.179 -2.402 -2.944 0.8 -2.2 -1.1 -0.1182
C -3.035 -3.679 -2.156 -0.1 -2.7 1.3 -0.0672
C -0.927 -3.824 -0.816 -0.1 -1.4 -1.1 -0.0836
H -3.749 -3.368 2.098 0.3 0.6 0.1 0.1075
H -2.004 -3.155 1.687 -0.9 -0.5 -0.4 0.0836
H -3.304 -3.900 0.560 0.6 0.3 0.1 0.0610
H -5.494 -2.052 1.210 1.2 0.8 -1.0 0.1307
H -5.107 -2.529 -0.419 0.5 0.8 0.1 0.0907
H -5.169 -0.739 0.003 -0.5 0.0 -0.2 0.0562
H -2.261 -1.122 2.567 0.3 -0.5 0.5 0.0546
H -4.047 -0.747 2.482 1.2 0.4 0.0 0.1228
H -2.748 0.253 1.597 -0.6 -0.4 0.5 0.0520
H -2.688 1.801 -0.127 0.5 -0.7 -0.4 0.0734
H -4.267 1.353 -0.092 -0.9 -0.9 -0.1 0.0834
H -3.595 2.186 -1.420 -0.7 1.0 -1.3 0.0696
H -1.145 1.061 -2.221 0.1 0.3 -0.2 0.0510
H -2.644 1.527 -3.159 0.7 0.2 0.3 0.1178
H -1.939 0.016 -3.494 0.6 0.2 0.4 0.0778
H -4.859 -1.015 -1.883 0.2 0.1 -0.8 0.0491
H -3.909 -0.857 -3.449 -0.4 0.3 0.8 0.0965
H -4.917 0.473 -2.778 0.5 0.0 0.0 0.1130
H -1.957 -2.128 -3.678 0.7 0.1 0.3 0.0951
H -0.490 -3.178 -3.387 -1.2 0.2 0.1 0.1198
H -0.451 -1.683 -2.748 0.7 1.9 0.2 -0.0370
H -3.518 -4.139 -1.271 -0.4 0.5 -0.6 0.0696
H -2.681 -4.654 -2.677 -0.5 1.9 0.2 0.1525
H -3.729 -3.088 -2.740 0.0 -0.2 -0.2 0.0784
H -0.107 -4.292 -1.414 -0.6 0.4 0.3 0.1086
H -1.617 -4.626 -0.517 0.9 0.0 0.5 0.0900
H -0.493 -3.339 0.031 0.2 0.2 0.7 0.0215
```
Forces are in eV/Å.

Computed properties:
* frontier orbital gap (spin up / spin down): 5.37 / 5.37 eV
* net charge: +3
* LUMO (spin up / spin down): -0.37417 / -0.37427 Ha
* ΔE to the lowest compared entry with this formula, charge and spin: 4.274 eV
* calculated total energy: -92696.472 eV
* HOMO (spin up / spin down): -15.55 / -15.55 eV

***

[2]
This record from the OMol25 dataset describes a molecular structure, C33H49ClO2P4Tc. The level of theory is ωB97M-V with the def2-TZVPD basis set.

```
90
Properties=species:S:1:pos:R:3:forces:R:3:mulliken_spin:R:1
P 1.300 1.028 -2.130 0.3 0.1 0.3 0.3895
C 3.026 1.432 -2.277 -0.4 0.3 0.2 0.0885
C 3.751 0.805 -3.291 0.2 0.1 0.1 0.0606
H 3.306 -0.030 -3.839 0.3 0.4 0.1 0.0058
C 5.026 1.282 -3.572 -0.1 -0.5 -0.2 -0.0176
H 5.580 0.799 -4.365 0.2 0.1 0.0 0.0007
C 5.567 2.336 -2.852 0.0 0.0 0.0 0.0398
H 6.565 2.691 -3.090 -0.1 0.0 0.0 0.0015
C 4.840 2.937 -1.829 -0.4 0.1 0.5 -0.0061
H 5.259 3.757 -1.258 0.1 0.0 -0.1 0.0001
C 3.558 2.497 -1.513 0.1 -0.5 -0.6 0.0592
H 2.966 2.948 -0.714 0.2 0.0 -0.3 0.0059
C 0.937 -0.583 -2.786 0.5 0.1 -0.4 0.1094
C 1.689 -1.698 -2.351 -0.4 0.6 -0.2 0.0543
H 2.483 -1.577 -1.608 -0.4 0.0 -0.3 -0.0002
C 1.409 -2.933 -2.908 0.4 -0.3 0.4 -0.0260
H 1.941 -3.800 -2.536 0.0 0.0 -0.1 -0.0001
C 0.474 -3.068 -3.926 -0.2 0.0 0.0 0.0508
H 0.282 -4.041 -4.373 0.1 0.2 0.1 0.0011
C -0.212 -1.950 -4.375 -0.5 0.0 -0.2 -0.0215
H -0.930 -2.031 -5.176 -0.1 -0.1 -0.2 0.0012
C -0.016 -0.705 -3.807 0.3 0.1 0.4 0.0389
H -0.559 0.180 -4.155 0.2 -0.4 0.0 0.0021
C 0.245 2.315 -2.777 -0.3 -0.2 0.2 0.0180
C 0.641 2.858 -4.000 0.0 0.0 0.1 0.0349
H 1.559 2.495 -4.476 -0.4 0.3 0.1 0.0035
C -0.148 3.841 -4.570 0.3 0.1 -0.4 0.0008
H 0.165 4.251 -5.519 -0.1 0.1 -0.1 0.0007
C -1.295 4.301 -3.942 0.1 -0.2 0.2 0.0090
H -1.884 5.087 -4.396 0.0 0.0 0.0 0.0002
C -1.678 3.750 -2.725 -0.3 -0.1 0.4 -0.0019
H -2.569 4.098 -2.216 0.0 0.1 -0.1 -0.0001
C -0.932 2.743 -2.125 0.6 -0.1 -0.3 0.0126
H -1.230 2.304 -1.168 0.2 0.3 -0.4 0.0263
Tc 0.199 0.176 2.262 -3.7 -3.2 9.2 1.5641
C -1.559 -1.166 2.000 0.1 0.3 -0.4 0.1142
C -1.946 -1.560 0.771 0.3 0.6 -0.6 -0.0822
H -2.134 -1.553 2.861 0.6 0.3 -0.1 0.0079
C -1.163 -0.925 -0.356 -0.6 -0.5 -1.3 0.0221
O -2.024 -0.067 -1.164 0.3 -0.6 0.3 0.0191
H -1.543 0.348 -1.902 0.0 -0.4 0.3 -0.0122
C -0.156 -0.129 0.291 2.1 2.2 -1.0 0.1606
H -0.625 -1.674 -0.992 -0.6 0.4 0.2 0.0345
C 0.756 0.728 0.504 1.0 0.7 -3.4 0.0239
Cl 2.021 1.361 3.306 0.4 0.4 -0.5 0.0243
P -1.316 2.044 2.712 0.0 -0.1 0.5 0.0311
P 1.602 -1.784 2.467 0.2 -0.1 0.3 0.0161
C -0.868 3.021 4.187 0.1 0.0 -0.2 -0.0046
H 0.198 3.269 4.135 -0.2 0.0 0.1 0.0003
H -1.055 2.441 5.099 0.1 0.1 -0.3 0.0003
H -1.476 3.935 4.199 0.1 -0.2 0.1 -0.0009
C -1.448 3.268 1.385 -0.1 0.3 -0.1 -0.0007
H -2.175 2.926 0.638 0.1 0.1 0.2 0.0008
H -0.469 3.382 0.905 -0.2 0.1 0.1 0.0024
H -1.769 4.230 1.804 0.0 -0.1 -0.3 -0.0010
C -3.036 1.566 3.080 -0.1 0.1 -0.1 -0.0044
H -3.042 0.850 3.911 0.1 0.2 -0.2 0.0010
H -3.476 1.087 2.197 0.0 0.1 0.2 -0.0002
H -3.623 2.455 3.352 0.1 -0.3 -0.1 -0.0004
C 2.357 -1.994 4.111 0.0 0.1 -0.1 -0.0016
H 1.619 -2.411 4.806 0.2 0.1 -0.2 0.0014
H 2.704 -1.020 4.476 -0.1 -0.3 0.0 -0.0010
H 3.206 -2.681 4.015 -0.2 0.1 0.1 -0.0008
C 0.852 -3.421 2.195 0.0 -0.2 -0.1 -0.0051
H 0.432 -3.477 1.184 0.1 0.0 0.1 0.0006
H 0.038 -3.568 2.917 0.2 0.0 -0.1 0.0012
H 1.604 -4.212 2.328 -0.2 0.2 0.0 -0.0010
C 3.018 -1.737 1.337 0.3 -0.2 0.0 -0.0012
H 3.382 -0.704 1.262 0.0 -0.2 0.1 0.0016
H 2.714 -2.088 0.345 0.1 0.0 0.2 0.0018
H 3.811 -2.382 1.734 0.0 0.1 -0.3 -0.0006
P -3.273 -2.577 0.224 0.2 0.2 0.0 -0.0038
C -3.879 -3.549 1.587 -0.3 -0.4 0.2 0.0006
C -2.588 -3.613 -1.084 -0.1 -0.4 -0.1 0.0021
H -4.233 -2.889 2.391 0.1 -0.1 -0.2 -0.0004
H -3.079 -4.191 1.982 -0.2 0.2 -0.1 0.0001
H -4.713 -4.189 1.260 0.2 0.2 0.1 0.0003
H -2.237 -2.984 -1.915 -0.2 -0.1 0.2 -0.0024
H -3.342 -4.321 -1.460 0.2 0.2 0.1 -0.0005
H -1.732 -4.176 -0.682 -0.3 0.1 -0.1 0.0006
C -4.548 -1.516 -0.468 -0.4 -0.1 -0.1 0.0004
H -4.843 -0.780 0.293 0.0 -0.2 -0.2 0.0002
H -5.427 -2.095 -0.784 0.2 0.2 0.1 -0.0002
H -4.116 -0.976 -1.320 -0.2 -0.2 0.3 -0.0002
H 1.539 1.392 0.958 -0.5 -0.5 -1.0 -0.0361
C -0.019 -0.054 5.527 -0.4 -0.4 -0.6 0.0000
O -0.339 -0.267 4.171 0.3 0.5 -1.0 0.1589
H 0.341 -1.019 5.919 0.0 0.5 0.4 0.0120
H -0.973 0.217 6.010 0.5 0.0 0.3 0.0079
H 0.738 0.736 5.668 -0.2 -0.2 0.0 0.0072
```
Forces are in eV/Å.

Computed properties:
* ⟨S²⟩: 3.7713
* frontier orbital gap (spin up / spin down): 7.54 / 4.82 eV
* net charge: +2
* LUMO (spin up / spin down): -0.18253 / -0.28518 Ha
* spin multiplicity: 4
* calculated total energy: -90970.408 eV
* HOMO (spin up / spin down): -12.50 / -12.58 eV